Molecular formula: C3H4BN
Method: DFT, ωB97M-V/def2-TZVPD

Each line ends with the natural charge from an NBO analysis.
Positions of all 9 atoms, in Å:
1 C 0.4590 2.3155 -0.2127  -0.062
2 C 0.8091 1.1740 0.1809  -0.151
3 C 1.6102 0.1057 0.3115  0.196
4 N 2.0521 -0.9600 0.3877  -0.228
5 H -0.0660 3.2429 -0.3999  0.254
6 B -1.2019 -1.4633 -0.1905  0.315
7 H -1.9095 -1.6961 0.8743  -0.111
8 H -1.5777 -1.7081 -1.2123  -0.107
9 H -0.1753 -1.0104 0.2611  -0.104

Atomic forces in eV per Å
C 0.387 -3.877 1.779
C -1.295 6.608 -2.188
C 0.838 -2.551 0.409
N 0.650 0.734 0.080
H 0.384 -0.461 0.000
B -0.072 0.200 4.868
H 0.500 0.131 -1.827
H -0.410 -0.280 -1.911
H -0.982 -0.504 -1.210

As for the orbital gap: 10.443 eV. The LUMO energy comes out at -0.34 eV. As for the SMILES: C#CC#N.B. The energy above the lowest of the compared OMol25 structures with the same formula, charge and spin comes out at 82.3 kcal per mole. The molar mass is 64.88 g/mol. The total energy comes out at -196.12891 Ha. The calculation puts the HOMO energy at -10.781 eV.

Molecular formula: C3H4Br2ClF
Method: DFT, ωB97M-V/def2-TZVPD

Each line ends with the natural charge from an NBO analysis.
Positions of all 11 atoms, in Å:
1 C 0.0759 -0.5160 -0.0083  -0.663
2 C -0.7266 1.8386 0.6832  -0.368
3 C -0.0090 0.5724 1.1582  0.283
4 F -0.8588 -0.1523 2.2705  -0.420
5 Cl -2.2684 1.4232 -0.0801  0.008
6 Br -1.0313 3.1772 1.9812  0.110
7 Br 1.6689 1.0176 1.9461  0.097
8 H 0.7972 -1.3532 0.1850  0.242
9 H -0.8836 -0.9919 0.2100  0.259
10 H 0.2342 -0.0304 -0.9337  0.225
11 H -0.0751 2.1659 -0.0519  0.226

Atomic forces in eV per Å
C -0.114 -0.411 3.573
C -0.996 -1.774 1.163
C -1.454 -2.808 1.220
F 2.004 1.985 -2.494
Cl -0.105 -0.053 -0.193
Br 0.156 0.362 0.452
Br -0.005 -0.092 0.050
H -0.181 1.283 -0.021
H -0.176 0.086 -1.194
H -0.151 0.186 -1.066
H 1.022 1.237 -1.491

As for the orbital gap: 10.947 eV. The LUMO energy comes out at 0.55 eV. The energy above the lowest of the compared OMol25 structures with the same formula, charge and spin comes out at 0.0 kcal per mole. The molar mass is 254.32 g/mol. The total energy comes out at -5824.76425 Ha. The calculation puts the HOMO energy at -10.395 eV.

Molecular formula: C3H4Br2O
Method: DFT, ωB97M-V/def2-TZVPD

Each line ends with the natural charge from an NBO analysis.
Positions of all 10 atoms, in Å:
1 C 1.9682 -0.1978 -0.6629  -0.488
2 C 0.8696 -0.1941 0.0173  0.135
3 C -1.5005 0.1783 0.2784  -0.027
4 O -0.4239 0.0172 -0.5540  -0.538
5 Br -2.9547 -1.1087 0.0721  0.028
6 Br -2.2958 1.8882 0.0079  0.045
7 H 2.7347 -0.4297 0.0970  0.235
8 H 2.0505 0.1024 -1.7105  0.245
9 H 0.6951 -0.4116 1.1662  0.175
10 H -1.1432 0.1559 1.2885  0.190

Atomic forces in eV per Å
C 1.159 0.135 0.722
C -4.507 -0.365 2.672
C 0.742 -0.009 -0.187
O 0.717 -0.323 -0.529
Br 0.538 -0.335 -0.048
Br -0.119 0.910 -0.088
H 0.500 0.243 -1.396
H 0.256 -0.408 0.541
H 1.038 0.352 -2.398
H -0.324 -0.201 0.711

As for the orbital gap: 10.497 eV. The LUMO energy comes out at 0.60 eV. The energy above the lowest of the compared OMol25 structures with the same formula, charge and spin comes out at 20.0 kcal per mole. The molar mass is 215.87 g/mol. The total energy comes out at -5339.91230 Ha. The calculation puts the HOMO energy at -9.898 eV.

Q: Number 2 is which compound?
A: C3H4Br2ClF

Q: The highest HOMO belongs to which entry?
A: C3H4Br2O

Q: Look up the orbital gap of the second one.
A: 10.947 eV